Below is 2 unconnected molecules or ions with the total composition C2O3 at a distorted geometry, with properties calculated with the ωB97M-V functional and the def2-TZVPD basis.

Atoms and positions in Å:
1 C 1.44406 0.10004 -0.02000
2 C -2.21078 0.36934 0.22732
3 O 2.30077 -0.65148 0.07538
4 O -2.14458 -0.69266 -0.14708
5 O 0.61054 0.87476 -0.13562

Its multiplicity is 1. The LUMO energy is 0.56 eV. The HOMO-LUMO gap comes out at 0.497 hartree. The calculated total energy comes out at -301.96228 a.u.

natural (NBO) atomic charge list, values in e, 2 entries:
1 C 1.02
2 C 0.51